{"formula": "C33H45F4N2O3S2SbTi", "method": "wB97M-V/def2-TZVPD", "charge": 2, "e_above_lowest_kcal_mol": 7.0, "orbital_gap_ev": 8.1, "homo_energy_ev": -13.790, "species": ["H", "C", "H", "H", "C", "C", "Sb", "C", "H", "C", "H", "C", "F", "H", "H", "C", "H", "H", "H", "H", "H", "C", "H", "Ti", "H", "F", "H", "H", "O", "H", "C", "H", "H", "H", "S", "H", "C", "C", "O", "O", "C", "H", "C", "C", "H", "H", "F", "C", "C", "H", "H", "H", "F", "H", "H", "C", "H", "H", "C", "C", "H", "H", "H", "C", "H", "C", "H", "C", "C", "C", "C", "C", "H", "C", "H", "C", "H", "H", "C", "N", "C", "C", "H", "C", "N", "C", "H", "S", "H", "H", "H"], "coordinates": [[-2.767808, -5.429519, -2.172936], [-2.176117, 1.647762, 3.376794], [-2.942285, -2.424168, 0.124826], [-3.095971, 2.580561, -5.630187], [-2.495348, 4.673639, 0.246934], [-1.644462, -0.822352, 0.423264], [2.017721, -0.564657, 2.067527], [2.287804, 0.663390, -4.126731], [1.850960, -0.768840, 4.727635], [-0.769424, 4.639920, -3.324404], [2.745104, -0.323610, -4.181418], [3.126916, 2.313299, -0.000268], [-1.696084, -1.085606, -2.566867], [4.670339, -0.415542, 1.476116], [-0.607355, 6.005050, -4.969337], [-1.600437, 2.682891, 5.902644], [1.745420, 0.810671, -5.060851], [2.456890, -2.921818, 3.246982], [-1.954484, 5.368620, -0.404675], [3.079511, 1.410867, -4.096952], [2.353145, 2.269991, 0.767028], [1.940099, -1.649950, -1.584348], [3.220344, -0.313889, -0.462136], [0.080310, 0.148913, -0.104306], [-2.509194, 4.077617, 2.321185], [-3.383406, -3.066925, -3.130246], [3.548231, -0.341835, -2.177884], [-3.921493, 0.808241, 4.292654], [-0.916130, -0.848561, 1.408459], [1.047577, -3.073485, 2.170881], [-1.358099, 3.462891, -2.882744], [2.463364, -2.473045, -1.090962], [-3.515579, 5.056096, 0.289223], [3.914049, 1.609200, 0.261086], [0.103829, 2.766707, 2.294065], [-2.625723, 2.495672, 0.356354], [-2.080604, -4.627201, -1.943093], [-1.924033, 4.725023, 1.663924], [-0.936931, 1.406127, -1.337072], [-0.284350, 1.869541, 1.109766], [-2.299500, -3.345823, -2.407135], [-3.523860, -1.249037, 1.310646], [2.744980, -0.370223, -1.438190], [-1.417428, -2.319821, -2.117382], [0.750554, 1.740000, -3.099469], [0.536189, 0.013130, -3.056734], [-0.700680, -6.069725, -0.702041], [1.284376, 0.799311, -2.987190], [-0.430243, 4.436503, 1.844070], [3.572643, 3.308055, 0.025936], [0.262902, -0.277479, 4.106282], [-1.377489, 3.077674, 6.884189], [0.993055, -4.092602, -0.116154], [0.176944, 3.493432, 5.009240], [1.861690, 2.865676, -1.638978], [-2.540972, 3.286595, -0.388705], [-0.028569, 5.017024, 2.679566], [0.171749, 4.689098, 0.967632], [4.087661, -0.162369, 2.360533], [-2.453761, 3.155463, -4.977109], [-2.612435, 1.772446, -3.336194], [-0.098715, 5.197105, -2.680894], [-3.414809, 1.728143, 6.524054], [-2.195552, 2.705171, -3.695192], [-2.380422, 1.244362, 2.394538], [-0.954009, -4.855243, -1.176785], [-3.578617, -0.884973, -0.456673], [-0.731477, 2.923149, 4.849868], [2.054823, -2.674332, 2.265598], [1.335544, -0.109065, 4.031092], [-1.888139, 4.345840, -5.427730], [-0.074342, -3.828606, -0.877231], [3.380640, 2.131622, -2.111339], [-3.030244, 1.402759, 4.441721], [4.432308, -0.773826, 3.193174], [-0.284396, -2.528776, -1.334258], [1.566848, 0.922382, 4.289575], [-2.099101, 4.691126, -6.430842], [-1.050860, 5.087354, -4.608625], [0.590890, -1.465434, -1.018258], [-3.019562, -1.354783, 0.348684], [2.564972, 2.069410, -1.386273], [4.238060, 0.887701, 2.603380], [-1.039066, 2.408400, 3.597127], [1.839287, 0.784770, -1.586865], [-2.744607, 1.922307, 5.697769], [1.839979, -1.924115, -2.639234], [-0.983113, 2.944630, -1.239069], [-2.083405, 5.737422, 2.038425], [2.686209, -3.116260, 1.498608], [-3.342529, 3.182048, -1.118193]], "forces_ev_per_a": [[0.0, 0.0, 0.0], [0.0, 0.0, 0.0], [0.0, 0.0, 0.1], [0.0, 0.0, 0.0], [0.0, 0.0, 0.0], [0.0, 0.2, -0.2], [-0.1, -0.1, 0.0], [0.0, 0.0, 0.0], [0.0, 0.0, 0.0], [0.0, 0.0, 0.0], [0.0, 0.0, 0.0], [0.0, 0.0, 0.0], [0.0, 0.0, 0.0], [0.0, 0.0, 0.0], [0.0, 0.0, 0.0], [0.0, 0.0, 0.0], [0.0, 0.0, 0.0], [0.0, 0.0, 0.0], [0.0, 0.0, 0.0], [0.0, 0.0, 0.0], [0.0, 0.0, 0.0], [0.0, -0.1, 0.0], [0.0, 0.0, 0.0], [0.4, -0.1, 0.0], [0.0, 0.0, 0.0], [0.0, 0.0, 0.0], [0.0, 0.0, 0.0], [0.0, 0.0, 0.0], [-0.1, 0.0, 0.1], [0.0, 0.0, 0.0], [0.0, 0.0, 0.0], [0.0, 0.0, 0.0], [0.0, 0.0, 0.0], [0.0, 0.0, 0.0], [0.0, 0.0, -0.1], [0.0, 0.0, 0.0], [0.0, 0.0, 0.0], [0.0, 0.0, 0.0], [-0.2, 0.0, 0.0], [0.0, 0.1, 0.2], [0.0, 0.0, 0.0], [0.0, 0.0, 0.0], [0.0, 0.0, 0.0], [0.0, 0.0, -0.1], [0.0, 0.0, 0.0], [0.0, 0.0, 0.0], [0.0, 0.0, 0.0], [0.0, 0.0, 0.0], [0.0, 0.0, 0.0], [0.0, 0.0, 0.0], [0.0, 0.0, 0.0], [0.0, 0.0, 0.0], [0.0, 0.0, -0.1], [0.0, 0.0, 0.0], [0.0, 0.0, 0.0], [0.0, 0.0, 0.0], [0.0, 0.0, 0.0], [0.0, 0.0, 0.0], [0.0, 0.0, 0.0], [0.0, 0.0, 0.0], [0.0, 0.0, 0.0], [0.0, 0.0, 0.0], [0.0, 0.0, 0.0], [0.0, 0.0, 0.0], [0.0, 0.0, 0.0], [0.0, 0.0, 0.0], [0.0, 0.0, 0.0], [0.0, 0.0, 0.0], [0.0, 0.0, 0.0], [0.0, 0.0, 0.0], [0.0, 0.0, 0.0], [0.0, -0.1, 0.0], [0.0, 0.0, 0.0], [0.0, 0.0, 0.0], [0.0, 0.0, 0.0], [0.0, 0.0, 0.2], [0.0, 0.0, 0.0], [0.0, 0.0, 0.0], [0.0, 0.0, 0.0], [0.0, 0.2, -0.1], [0.0, -0.1, 0.1], [0.0, 0.0, 0.0], [0.0, 0.0, 0.0], [0.0, 0.0, 0.0], [0.0, 0.1, 0.0], [0.0, 0.0, 0.0], [0.0, 0.0, 0.0], [0.0, -0.1, 0.0], [0.0, 0.0, 0.0], [0.0, 0.0, 0.0], [0.0, 0.0, 0.0]]}


{"formula": "C33H46As3ClIN6O5STi", "method": "wB97M-V/def2-TZVPD", "charge": -1, "multiplicity": 3, "e_above_lowest_kcal_mol": 31.7, "orbital_gap_ev": [4.7, 6.9], "homo_energy_ev": [-2.346, -4.626], "species": ["C", "N", "C", "C", "H", "As", "H", "H", "N", "H", "H", "O", "As", "O", "H", "O", "C", "C", "H", "H", "C", "C", "C", "C", "C", "H", "H", "N", "C", "Ti", "H", "C", "H", "H", "H", "C", "C", "H", "C", "H", "H", "C", "N", "H", "H", "H", "H", "H", "C", "H", "C", "As", "H", "H", "C", "O", "C", "C", "H", "N", "S", "C", "H", "O", "H", "H", "H", "H", "N", "H", "H", "C", "C", "H", "H", "C", "H", "C", "C", "C", "H", "H", "C", "H", "H", "H", "H", "C", "H", "C", "H", "I", "H", "H", "C", "C", "Cl"], "coordinates": [[-3.838760, -3.733975, -0.229658], [-0.921959, 1.100981, -2.484541], [0.913190, -1.368046, -1.129902], [4.272082, -1.541524, -4.268323], [2.349670, -2.420183, -3.848830], [0.061258, 2.582926, 0.540184], [4.056780, -1.318442, -5.306084], [-6.415076, 0.047687, -3.363490], [-1.394937, 1.117053, -4.483938], [1.458455, -0.477757, 3.642977], [-0.602157, -2.552266, 1.254870], [0.162774, -0.671455, -0.324344], [4.626253, 0.993192, 3.127773], [-2.767897, 1.234420, -0.196838], [6.313188, -2.604386, -0.085746], [-3.977177, 2.328748, 1.298849], [1.903377, -2.292148, -0.450865], [-1.258534, 2.355623, -2.889058], [-1.509689, -0.211196, -5.886148], [0.079754, 4.663734, -0.942888], [-5.142804, 0.751401, -1.790698], [-3.922931, 1.714442, 0.261439], [-2.013407, -2.648152, -1.953134], [-2.544922, -3.869573, -2.242488], [5.229159, -2.633862, -0.223437], [0.519042, 1.680052, 5.025836], [4.882714, -3.659579, -0.077566], [-1.576775, 2.380063, -4.145728], [1.526546, 1.624449, 3.091660], [-1.694575, 0.004375, -0.949902], [-1.731356, 0.440604, 4.714061], [5.496055, -1.196603, -3.719441], [-2.950418, 0.347954, -5.304712], [1.693489, -0.187846, 1.915957], [4.552104, 1.953050, 0.766815], [4.860631, -2.152264, -1.600947], [-1.109633, 3.758074, 1.582085], [-8.445940, 2.227637, -0.271943], [-5.136537, 1.464382, -0.572478], [3.654075, 0.416706, 0.782924], [1.421789, 4.737068, 0.208722], [-6.394873, 0.604656, -2.434097], [-2.019012, 0.617402, -5.613669], [-0.517646, 4.453459, 2.179561], [4.089183, -1.063609, 4.511468], [5.427986, 0.426150, 0.829836], [5.236632, -1.463327, 3.228906], [-1.742000, 4.314903, 0.889623], [-7.534070, 1.822018, -0.695428], [1.541101, 3.708280, -1.238885], [-0.442766, -2.233192, 2.279853], [-0.743317, -0.293667, 2.441761], [-8.496471, 0.973454, -2.428634], [-6.270034, 2.500410, 0.898992], [3.604716, -2.422902, -2.134756], [0.851867, -1.363366, -2.350206], [-3.444914, -4.485167, -1.359941], [3.327310, -2.159664, -3.464325], [1.766203, 3.539718, 2.121155], [-2.318542, -1.918553, -0.789032], [-3.760091, 0.018222, -2.585136], [-7.557296, 1.123604, -1.905163], [4.780151, -2.030404, 0.558271], [2.669158, -3.066849, -1.369455], [-1.778353, 3.177016, 2.209428], [6.779284, -1.263452, -2.007529], [0.575964, -2.479776, 2.589751], [2.835671, 1.171799, 4.758142], [-1.047927, 0.318693, -3.523421], [-2.121101, -1.237761, 4.325505], [-0.478875, 2.263022, 3.689632], [-1.329470, -0.491108, 4.312881], [0.535518, 2.250232, 4.090402], [2.413144, 2.200405, 1.198124], [-3.850631, -5.470554, -1.547518], [1.575244, 2.507511, 1.817898], [-1.146439, -2.755787, 2.923823], [-6.329433, 1.977431, -0.048455], [5.798681, -1.506074, -2.406665], [4.321983, -0.916780, 3.455830], [-4.571521, -4.114674, 0.468649], [-0.502930, -0.831439, 4.939287], [2.904709, 1.687152, 3.794491], [1.328460, -3.008564, 0.125782], [-1.322263, -2.174910, -2.629902], [0.819544, 3.282413, 4.320463], [-2.244478, -4.359630, -3.164449], [-3.296450, -2.502596, -0.006608], [3.502944, -1.317155, 2.857194], [4.530619, 0.942367, 1.168875], [2.533045, -1.730255, 0.243273], [-4.113298, -1.384231, 1.578986], [-1.280817, 3.211209, -2.237631], [3.109081, 2.732628, 4.031280], [0.868906, 4.080481, -0.463657], [1.155435, 0.150613, 2.804342], [6.695582, -0.395166, -4.709928]], "forces_ev_per_a": [[0.1, -0.3, -0.3], [1.0, 1.1, -1.4], [-0.5, 0.5, 0.0], [0.0, 0.0, 0.0], [0.1, 0.0, 0.1], [0.0, 0.2, 0.3], [0.0, 0.0, 0.1], [0.0, 0.0, 0.0], [-0.9, -0.5, -0.5], [0.1, 0.0, 0.1], [0.0, 0.0, -0.1], [0.9, -0.5, -0.5], [0.1, -0.1, 0.0], [-1.6, 2.1, 1.6], [-0.1, 0.0, 0.0], [0.0, 0.3, 0.5], [0.2, -0.1, -0.1], [0.3, -0.3, 0.9], [0.1, -0.1, 0.0], [0.0, 0.0, 0.0], [-0.1, 0.1, -0.1], [0.5, -0.4, -0.9], [-0.2, -0.2, 0.5], [0.3, 0.1, -0.1], [0.1, 0.0, -0.1], [0.0, 0.1, -0.1], [0.0, 0.1, 0.0], [0.1, 0.2, -0.6], [-0.1, 0.0, -0.1], [-0.1, -2.2, 1.0], [0.1, 0.0, 0.0], [0.0, 0.0, 0.0], [-0.2, -0.1, 0.1], [0.0, -0.1, 0.0], [0.0, 0.0, 0.0], [0.3, 0.0, 0.0], [-0.1, 0.0, -0.1], [0.0, 0.0, 0.0], [0.0, -0.1, -0.1], [0.1, 0.0, 0.0], [0.0, 0.0, 0.0], [0.2, 0.0, 0.1], [0.3, 0.2, -0.6], [0.0, 0.0, 0.0], [0.0, 0.0, 0.0], [0.0, 0.0, 0.0], [0.0, 0.0, 0.0], [0.0, 0.0, 0.0], [-0.1, 0.0, -0.1], [0.0, 0.0, 0.0], [0.1, 0.0, -0.1], [0.0, -0.1, 0.1], [0.1, 0.0, 0.0], [0.0, 0.0, -0.1], [0.0, 0.0, 0.1], [-0.2, 0.2, 0.1], [-0.3, 0.0, 0.4], [-0.1, 0.1, -0.3], [0.0, 0.1, 0.0], [-0.3, -0.9, -0.4], [-0.3, 0.2, -0.1], [0.0, 0.0, 0.0], [-0.1, 0.1, 0.2], [-0.2, -0.2, 0.2], [0.0, 0.0, 0.0], [-0.1, -0.1, -0.1], [0.0, 0.0, 0.0], [-0.1, 0.0, 0.1], [0.2, 0.9, -0.1], [0.0, 0.0, 0.0], [0.0, 0.0, 0.0], [-0.1, 0.3, 0.2], [0.0, -0.2, 0.0], [0.1, 0.0, 0.0], [0.0, 0.1, 0.0], [0.1, -0.4, 0.2], [0.0, 0.0, 0.0], [0.0, 0.0, 0.0], [0.1, 0.0, 0.1], [0.0, -0.1, -0.1], [0.0, 0.0, -0.1], [0.0, 0.0, 0.0], [-0.1, 0.1, -0.2], [0.0, -0.1, 0.1], [0.1, 0.1, -0.1], [0.0, -0.1, 0.0], [0.0, 0.1, 0.1], [0.2, 0.2, -0.1], [0.1, 0.0, 0.0], [-0.1, -0.1, 0.0], [0.1, 0.1, 0.0], [0.0, -0.2, -0.1], [0.0, -0.1, 0.0], [0.0, 0.1, 0.0], [0.1, 0.0, -0.2], [0.1, 0.4, -0.1], [-0.1, 0.0, 0.1]]}


> The lowest charge belongs to which entry?

C33H46As3ClIN6O5STi


> Look up the charge of the first one.

+2